C25H34FeN6S | ωB97M-V/def2-TZVPD

```
67
Properties=species:S:1:pos:R:3:forces:R:3
Fe 0.0551 0.1000 0.0671 0.0609 0.2733 0.9107
C -1.0449 -2.7433 0.8099 0.1188 0.2502 0.1388
C -2.0754 -2.6333 -0.2893 -0.1148 -0.2282 0.0415
C -1.5630 -2.5297 -1.7433 -0.2347 0.0282 0.0530
C -2.7244 -2.2588 -2.6336 0.7665 0.3109 0.4558
C -2.6363 -1.6545 -3.8737 -0.1270 0.1430 -0.5236
C -1.4291 -1.2050 -4.3273 0.2345 -0.3527 0.4745
C -0.1728 -1.3441 -3.5497 -0.1892 0.0945 -0.0426
N 0.6560 -1.7215 -1.2402 -0.7439 0.1384 -0.9246
N -0.4908 -1.4448 1.3338 -0.1523 -0.4822 0.1356
C 0.7068 -1.8564 2.1154 -0.0690 0.1374 -0.0117
C 1.5934 -0.7011 2.4572 0.0366 0.0757 -0.1423
C 2.2682 -0.5709 3.6570 0.0484 0.0037 0.0602
C 3.1540 0.4856 3.8086 0.0085 -0.0107 0.0254
C 3.3350 1.3704 2.7560 0.0570 0.0464 0.0659
C 2.6091 1.1732 1.5974 -0.1267 -0.1400 0.0053
N 1.7512 0.1604 1.4484 0.0044 0.0537 -0.3388
C -1.5279 -0.8678 2.2254 0.1105 -0.0483 -0.0957
C -1.3191 0.5881 2.5055 0.1901 0.2539 -0.1412
C -1.8929 1.1686 3.6234 -0.0697 -0.0534 0.1381
C -1.7215 2.5188 3.8538 -0.0330 0.0557 0.0742
C -0.9467 3.2489 2.9674 0.0069 0.1002 0.0358
C -0.4007 2.6006 1.8819 -0.0518 -0.3643 0.0410
N -0.5926 1.2948 1.6241 -0.3798 0.1410 0.1457
H -0.2168 -3.3594 0.4748 0.0545 0.0127 0.0093
H -1.5007 -3.2483 1.6670 -0.0248 -0.0751 -0.0258
H -2.7857 -1.8362 -0.0835 0.0356 0.0368 -0.0463
H -2.6596 -3.5571 -0.2586 0.0080 -0.0175 0.0147
H -3.6888 -2.6239 -2.2934 -0.0331 0.0767 0.0303
H -3.5270 -1.5305 -4.4754 0.0158 0.0144 0.0226
H -1.3551 -0.7179 -5.2930 -0.0353 -0.0245 -0.0374
H 0.4608 -2.0903 -4.0559 -0.0812 0.0204 -0.1208
H 1.2925 -2.5121 1.4694 -0.0116 -0.0380 -0.0034
H 0.4124 -2.4327 2.9953 0.0122 0.0078 0.0715
H 2.1134 -1.2876 4.4529 -0.0059 0.0102 -0.0146
H 3.7001 0.6123 4.7342 -0.0075 0.0046 -0.0139
H 4.0237 2.2008 2.8320 -0.0176 -0.0180 0.0026
H 2.7107 1.8486 0.7542 -0.0026 -0.0380 0.0277
H -1.5687 -1.4270 3.1640 -0.0362 -0.0203 0.0555
H -2.4967 -0.9736 1.7353 0.0280 0.0326 -0.0195
H -2.4710 0.5577 4.3053 0.0176 0.0169 -0.0140
H -2.1690 2.9928 4.7175 0.0057 -0.0117 -0.0150
H -0.7599 4.3037 3.1144 -0.0051 -0.0263 -0.0032
H 0.2376 3.1613 1.2132 0.0015 0.0152 -0.0177
C 1.6906 2.1898 -1.9288 -0.0848 -0.0415 0.0721
C 2.4571 0.9430 -2.3636 -0.0988 0.1039 0.1610
N 2.4029 -0.0649 -1.3255 0.5323 -0.3047 -0.2021
C 2.0321 -1.4117 -1.6565 0.1440 0.1390 -0.0957
C -0.3064 -1.7488 -2.0968 0.8273 -0.2493 0.7929
S -2.0478 0.2987 -0.8140 -0.5745 -0.1370 -0.2230
C -2.0073 2.0531 -1.2126 -0.1064 -0.0954 -0.2021
C -0.7276 2.3400 -1.9490 0.0529 -0.0218 0.1156
N 0.4481 1.8862 -1.1550 0.2167 0.1112 -0.4116
H 1.4271 2.7701 -2.8138 0.0584 0.1074 0.0211
H 2.3345 2.8334 -1.3271 0.0355 -0.0862 0.0565
H 3.4840 1.2332 -2.5957 0.0169 -0.0072 -0.0626
H 2.0512 0.5464 -3.2926 -0.0746 -0.0536 -0.0388
H 3.2209 -0.0486 -0.7361 -0.0251 -0.0089 -0.0617
H 2.6658 -2.0876 -1.0857 -0.0313 -0.1197 -0.0029
H 2.1840 -1.6489 -2.7134 0.0683 0.0455 -0.0855
H -1.2220 -3.5561 -1.9887 -0.1997 -0.0523 -0.2064
H 0.3895 -0.4128 -3.6217 -0.0208 0.0084 -0.0892
H -2.0905 2.6543 -0.3051 0.0123 -0.0113 0.0247
H -2.8674 2.2888 -1.8392 0.0219 0.0717 0.0116
H -0.6289 3.4033 -2.1814 0.0146 0.0516 -0.0360
H -0.7205 1.7859 -2.8907 0.0296 0.0073 -0.0111
H 0.4874 2.4945 -0.3516 -0.0844 0.1378 -0.0105
```
Forces are in eV/Å.

Values from the calculation:
gap between HOMO and LUMO (spin up / spin down): 4.91 / 4.81 eV
M: 506.50 g/mol
total charge: +2
lowest unoccupied orbital energy (spin up / spin down): -8.069 / -8.125 eV